Molecular formula: C5H15NO
Method: DFT, ωB97M-V with the def2-TZVPD basis set

Output
Relative energy (zero: lowest compared OMol25 entry of this formula, charge and spin) = 1.802 eV
SMILES = CCNC(C)C.O
Total energy = -8964.556 eV
Kohn-Sham gap = 9.02 eV
HOMO = -0.2996 hartree

```
22
Properties=species:S:1:pos:R:3:forces:R:3
C 1.707063 1.563220 -0.149825 -1.0515 0.3652 -0.1229
C 0.676842 0.817692 0.718283 0.3610 0.1842 -1.2795
N 0.382623 -0.507714 0.171726 0.4405 0.8328 1.7855
C -0.232205 -0.755253 -1.125201 0.3539 0.6917 -0.0869
C -1.075025 -2.012815 -1.093719 -0.0312 -0.1587 -0.1300
C -1.064933 0.420093 -1.626893 -1.3390 1.6832 2.5878
H 2.203293 2.171328 0.599954 0.3489 0.9240 -0.7763
H 2.437706 0.903130 -0.600319 0.0896 -0.4310 0.2496
H 1.220884 2.074079 -1.001236 0.4457 0.3160 0.6106
H -0.235503 1.406349 0.923605 0.1139 0.2204 -0.5207
H 1.195152 0.896792 1.679682 -0.2420 -1.5461 0.1169
H 0.434354 -1.170079 0.922473 -0.5155 -0.8396 -0.5506
H 0.556594 -0.848366 -1.876127 0.2264 -0.4100 -0.0714
H -1.597244 -2.112819 -2.048404 0.1439 -0.1511 -0.0092
H -1.853613 -1.914820 -0.327599 0.2398 -0.1120 0.0121
H -0.460496 -2.906412 -0.922158 -0.2520 0.1656 0.0674
H -0.998125 0.725504 -2.659029 -0.3483 -0.6472 -0.4276
H -0.875101 1.365622 -1.086520 1.0574 -0.2486 -0.2960
H -2.082421 0.396060 -1.157368 0.0738 -0.7504 -1.3071
O 0.086091 -0.458913 3.515163 0.5186 -0.8903 0.1375
H -0.307601 -0.189993 4.345756 -0.2283 0.3816 -0.2218
H -0.118345 0.137315 2.797752 -0.4057 0.4203 0.2324
```
Positions in Å, forces in eV/Å.